C4H5FOS | ωB97M-V/def2-TZVPD

Calculated values
structure (SMILES)	OC/C=C(/F)C=S
LUMO level	-0.0501	hartree
max |F|	4.63	eV Å⁻¹
HOMO	-8.91	eV
relative energy (zero: lowest compared OMol25 entry of this formula, charge and spin)	281.8	kJ/mol

Last column: natural (NBO) charge in e.
CARTESIAN COORDINATES (ANGSTROEM)
O (-2.22472, -0.29523, 0.74589)  -0.69
C (-1.19425, -0.47147, -0.22494)  -0.17
C (-0.41056, 0.78203, -0.18394)  -0.11
C (0.96057, 0.80678, -0.17621)  0.25
F (1.22325, 2.05886, 0.30284)  -0.33
C (1.84120, -0.31242, -0.13282)  -0.37
S (3.45101, -0.33517, 0.35830)  0.03
H (-1.83471, -0.61801, 1.54468)  0.47
H (-1.62629, -0.48969, -1.13675)  0.20
H (-0.85219, -1.48562, -0.43290)  0.21
H (-0.98694, 1.75125, -0.07282)  0.25
H (1.65362, -1.39133, -0.59132)  0.26

Cartesian forces (eV/Å) of the 6 atoms listed first:
0.1 -0.8 -0.7
-0.7 0.8 0.6
1.9 -1.2 -0.5
-4.2 1.1 1.6
2.7 0.1 -0.5
3.5 -2.5 -0.7



C66H61F11NO8PS | ωB97M-V/def2-TZVPD

Calculated values
structure (SMILES)	C=Cc1c(CP(=O)(O)O)c(OC#N)c2c(c1C(F)(F)C(F)F)C(=O)C(S(=O)(=O)C(F)(F)C(F)(F)C(F)(F)F)=C(CCCCC)C2=O.c1ccccc1.c1ccccc1.c1ccccc1.c1ccccc1.c1ccccc1.c1ccccc1.c1ccccc1
LUMO level	-0.1183	hartree
max |F|	11.47	eV Å⁻¹
HOMO	-8.97	eV

Last column: Mulliken charge in e.
CARTESIAN COORDINATES (ANGSTROEM)
C (-1.89892, 1.09457, -4.46307)  -0.54
C (-1.21764, 1.97904, -3.44176)  -0.90
C (-0.13254, 1.41737, -2.35829)  0.57
C (1.36343, 1.05057, -3.01236)  0.37
C (1.70510, 1.24387, -4.62835)  -0.53
P (2.91982, 2.73668, -4.82001)  1.01
O (2.24672, 3.99121, -5.56349)  -0.63
O (4.42542, 2.28133, -5.64500)  -0.54
O (3.44972, 3.37842, -3.25057)  -0.50
C (2.59727, 0.51104, -2.05734)  -0.29
O (3.89579, 0.23578, -2.69270)  -0.43
C (3.95654, -1.15321, -3.17905)  0.43
N (4.04269, -2.37686, -3.59916)  -0.47
C (2.24451, 0.38046, -0.46004)  -0.02
C (0.74851, 0.75666, 0.19085)  -0.01
C (-0.52200, 1.27141, -0.77274)  0.40
C (-1.92396, 1.57409, -0.03561)  1.40
F (-2.33027, 0.55156, 1.00529)  -0.31
F (-1.73032, 2.84355, 0.76330)  -0.26
C (-3.26912, 1.79166, -0.91168)  0.06
F (-3.59802, 0.60473, -1.78260)  -0.26
F (-4.42287, 1.91646, 0.03305)  -0.24
C (0.68375, 0.58565, 1.82212)  -0.40
O (0.01437, 1.35828, 2.68027)  -0.50
C (1.58384, -0.64446, 2.51119)  0.33
S (0.94955, -1.52227, 4.03934)  1.53
O (-0.33452, -0.92082, 4.65956)  -0.58
O (2.06774, -1.37271, 5.14381)  -0.55
C (0.66187, -3.36198, 3.84034)  0.55
F (1.78109, -4.13968, 4.47894)  -0.22
F (-0.55200, -3.68669, 4.67948)  -0.28
C (0.29819, -3.85179, 2.31891)  0.49
F (-0.76591, -2.90091, 1.82217)  -0.26
F (1.44586, -3.90526, 1.38376)  -0.28
C (-0.44589, -5.34684, 2.33047)  0.65
F (-0.33126, -6.04254, 0.99543)  -0.21
F (-1.91342, -5.25376, 2.59604)  -0.24
F (0.13320, -6.28187, 3.32260)  -0.24
C (2.92414, -0.99128, 1.88799)  0.48
C (3.94830, -2.13864, 2.47171)  -0.74
C (4.91674, -1.45751, 3.61480)  0.36
C (6.29009, -0.75972, 2.97707)  -0.36
C (6.25035, 0.88264, 3.01894)  -0.44
C (6.16450, 1.48718, 4.57225)  -0.89
C (3.46947, -0.16234, 0.54124)  -0.28
O (4.76000, 0.04523, 0.26008)  -0.51
H (-2.35509, 0.07119, -4.11233)  0.23
H (-1.92770, 1.41676, -5.60937)  0.27
H (-1.50980, 3.12749, -3.45104)  0.35
H (2.33592, 0.28891, -4.93509)  0.31
H (0.75249, 1.32006, -5.30369)  0.12
H (4.54620, 1.27942, -5.60441)  0.35
H (4.43186, 3.20567, -3.12580)  0.33
H (-3.24167, 2.72983, -1.61133)  0.23
H (4.67187, -2.43240, 1.56862)  0.48
H (3.43381, -3.13623, 2.80266)  0.22
H (5.17150, -2.28888, 4.39966)  -0.26
H (4.30124, -0.54876, 4.07316)  -0.01
H (6.47390, -1.14466, 1.86246)  0.15
H (7.21773, -1.11817, 3.59682)  0.38
H (5.32790, 1.35828, 2.45340)  0.08
H (7.21411, 1.30681, 2.45778)  0.33
H (6.13365, 2.66529, 4.43507)  0.33
H (5.11740, 1.21044, 5.07181)  0.23
H (7.06752, 1.11932, 5.22550)  0.25
C (-3.89754, 2.99793, -9.65817)  -0.26
C (-2.68738, 3.01099, -8.96524)  -0.54
C (-2.12607, 1.81532, -8.51793)  -0.32
C (-2.77760, 0.60570, -8.75991)  -0.49
C (-3.99243, 0.59348, -9.44473)  -0.30
C (-4.55194, 1.78880, -9.89536)  -0.58
H (-4.33129, 3.92910, -10.01243)  0.47
H (-2.18082, 3.95378, -8.77435)  0.37
H (-1.18122, 1.82558, -7.98092)  0.57
H (-2.33928, -0.32622, -8.41383)  0.36
H (-4.50336, -0.34855, -9.62824)  0.36
H (-5.49747, 1.77889, -10.43106)  0.36
C (-2.91159, -10.40419, -1.63210)  -0.40
C (-1.87010, -9.48040, -1.71408)  -0.45
C (-1.66888, -8.56193, -0.68418)  -0.19
C (-2.51258, -8.56424, 0.42686)  -0.02
C (-3.55982, -9.48195, 0.50454)  -0.57
C (-3.75879, -10.40294, -0.52360)  -0.33
H (-3.06399, -11.12410, -2.43161)  0.35
H (-1.21412, -9.47680, -2.58100)  0.35
H (-0.85499, -7.84437, -0.74684)  0.33
H (-2.35449, -7.85051, 1.23058)  0.20
H (-4.22114, -9.48005, 1.36756)  0.35
H (-4.57349, -11.11957, -0.46182)  0.35
C (-4.79430, 4.27820, 2.18203)  -0.24
C (-5.24060, 5.58937, 2.34467)  -0.58
C (-4.71357, 6.38520, 3.36136)  -0.29
C (-3.74242, 5.86811, 4.21910)  -0.37
C (-3.30283, 4.55391, 4.06230)  -0.59
C (-3.82710, 3.75922, 3.04324)  -0.37
H (-5.20027, 3.66053, 1.38554)  0.40
H (-5.99924, 5.99165, 1.67795)  0.37
H (-5.05917, 7.40812, 3.48567)  0.38
H (-3.32975, 6.48869, 5.00965)  0.38
H (-2.55028, 4.14878, 4.73438)  0.41
H (-3.48272, 2.73586, 2.91972)  0.48
C (-4.48235, 8.36337, -13.20545)  -0.34
C (-5.19901, 7.48414, -14.01671)  -0.35
C (-5.06334, 6.10698, -13.84413)  -0.40
C (-4.20691, 5.60833, -12.86224)  -0.35
C (-3.48315, 6.48749, -12.05714)  -0.29
C (-3.62162, 7.86474, -12.22717)  -0.44
H (-4.59337, 9.43642, -13.33569)  0.35
H (-5.86450, 7.87255, -14.78362)  0.35
H (-5.62463, 5.42208, -14.47430)  0.35
H (-4.10295, 4.53550, -12.72580)  0.40
H (-2.81110, 6.09907, -11.29580)  0.38
H (-3.05932, 8.54974, -11.59812)  0.35
C (8.51740, -4.93492, 4.46191)  -0.47
C (8.30599, -4.26031, 3.25982)  -0.16
C (9.38898, -3.74273, 2.54988)  -0.47
C (10.68437, -3.89603, 3.04456)  -0.35
C (10.89499, -4.56254, 4.25135)  -0.40
C (9.81234, -5.08343, 4.95947)  -0.37
H (7.67395, -5.34394, 5.01146)  0.38
H (7.29636, -4.13854, 2.87548)  0.41
H (9.22413, -3.22002, 1.61135)  0.35
H (11.52854, -3.49518, 2.49041)  0.36
H (11.90393, -4.67695, 4.64007)  0.35
H (9.97685, -5.60486, 5.89871)  0.36
C (4.38551, -2.92720, 9.89476)  -0.40
C (4.94619, -3.17075, 8.64131)  -0.52
C (4.12497, -3.29150, 7.52069)  -0.23
C (2.74137, -3.17295, 7.65415)  0.10
C (2.17999, -2.93865, 8.90910)  -0.56
C (3.00144, -2.81414, 10.02920)  -0.38
H (5.02612, -2.82648, 10.76664)  0.36
H (6.02419, -3.26571, 8.53755)  0.38
H (4.56254, -3.47791, 6.54343)  0.30
H (2.10148, -3.26440, 6.78089)  0.16
H (1.10129, -2.85214, 9.01432)  0.37
H (2.56398, -2.62922, 11.00672)  0.36
C (-7.39079, 3.83266, 4.75673)  0.29
C (-7.99170, 2.86707, 5.56380)  -0.62
C (-9.24385, 3.10943, 6.12783)  -0.32
C (-9.89397, 4.32028, 5.88821)  -0.42
C (-9.28894, 5.28964, 5.08870)  -0.48
C (-8.03842, 5.04584, 4.52156)  -0.22
H (-6.41813, 3.64083, 4.31194)  0.17
H (-7.48406, 1.92446, 5.75271)  0.36
H (-9.71337, 2.35528, 6.75398)  0.35
H (-10.87065, 4.50837, 6.32537)  0.35
H (-9.79277, 6.23577, 4.90665)  0.35
H (-7.56811, 5.80041, 3.89663)  0.19

Cartesian forces (eV/Å) of the 6 atoms listed first:
2.0 1.9 2.5
-1.3 -2.1 -2.2
0.3 -0.6 1.5
0.1 -0.5 2.9
0.6 -1.4 1.7
0.0 6.2 -1.9



C14H26Cl24N3P | ωB97M-V/def2-TZVPD

Calculated values
structure (SMILES)	CC[C@H](C)PCC(N)(N)N.ClC(Cl)Cl.ClC(Cl)Cl.ClC(Cl)Cl.ClC(Cl)Cl.ClC(Cl)Cl.ClC(Cl)Cl.ClC(Cl)Cl.ClC(Cl)Cl
LUMO level	0.0088	hartree
max |F|	1.13	eV Å⁻¹
HOMO	-8.30	eV

Last column: natural (NBO) charge in e.
CARTESIAN COORDINATES (ANGSTROEM)
C (0.50164, 0.00626, -2.11463)  -0.61
C (0.05655, -0.87277, -3.28816)  -0.40
C (-0.97418, -1.94535, -2.86878)  -0.49
C (-0.37697, -3.33984, -2.91446)  -0.60
P (-2.55121, -1.88030, -3.85311)  0.54
C (-3.80152, -1.47167, -2.55054)  -0.71
C (-5.22638, -1.63464, -3.02994)  0.39
N (-5.50992, -3.03545, -3.30462)  -0.85
N (-5.43351, -0.77392, -4.19637)  -0.86
N (-6.20718, -1.26359, -1.99402)  -0.85
H (1.51207, 0.37282, -2.26374)  0.21
H (0.52684, -0.59797, -1.21281)  0.20
H (-0.16551, 0.85003, -1.97820)  0.20
H (0.94599, -1.35434, -3.68322)  0.20
H (-0.34401, -0.22753, -4.06037)  0.20
H (-1.24061, -1.74042, -1.83682)  0.21
H (0.62158, -3.30006, -2.48218)  0.20
H (-0.28724, -3.71856, -3.92631)  0.21
H (-0.94902, -4.02794, -2.30170)  0.21
H (-2.43003, -0.65680, -4.53081)  -0.05
H (-3.65979, -0.44493, -2.22002)  0.21
H (-3.60680, -2.11821, -1.70360)  0.24
H (-5.05698, -3.27026, -4.18532)  0.38
H (-6.50711, -3.09003, -3.50252)  0.36
H (-4.82360, 0.03549, -4.16188)  0.36
H (-6.39299, -0.44531, -4.18182)  0.37
H (-6.20004, -1.96934, -1.26292)  0.37
H (-5.93457, -0.38315, -1.57260)  0.35
Cl (3.53254, -0.55567, 0.79962)  0.02
C (2.12856, -1.01808, 1.75483)  -0.29
Cl (1.18068, 0.40535, 2.18838)  0.01
Cl (1.13928, -2.19276, 0.88757)  0.02
H (2.47761, -1.48178, 2.66885)  0.24
Cl (2.63461, -0.71385, 5.47187)  0.02
C (1.03680, -1.40385, 5.75862)  -0.29
Cl (0.67614, -2.69165, 4.61807)  0.03
Cl (0.90012, -1.98218, 7.42501)  0.01
H (0.30033, -0.62366, 5.61687)  0.24
Cl (-2.60845, -2.21823, 3.52812)  0.02
C (-3.61160, -3.03228, 4.72402)  -0.29
Cl (-2.85722, -2.95860, 6.31751)  0.02
Cl (-5.22762, -2.32479, 4.76291)  0.02
H (-3.70542, -4.07172, 4.44217)  0.23
Cl (3.88016, 1.69498, -1.53692)  0.02
C (3.44887, 2.99031, -2.65106)  -0.29
Cl (3.05256, 2.34015, -4.24309)  0.02
Cl (2.10171, 3.93728, -2.01754)  0.02
H (4.30415, 3.64427, -2.75819)  0.23
Cl (6.69209, 5.07601, -1.80067)  0.02
C (6.57849, 4.49873, -0.13618)  -0.29
Cl (4.89643, 4.31065, 0.34554)  0.03
Cl (7.45782, 2.98135, 0.06232)  0.02
H (7.03771, 5.23839, 0.50441)  0.23
Cl (-1.94602, 1.04545, 2.96703)  0.02
C (-3.60588, 1.60661, 3.15976)  -0.29
Cl (-3.65433, 3.34132, 3.45624)  0.03
Cl (-4.57540, 1.17564, 1.75291)  0.02
H (-4.02870, 1.10445, 4.02059)  0.23
Cl (-2.82372, -0.02352, 8.87208)  0.03
C (-1.41683, 0.73210, 8.13077)  -0.29
Cl (-1.66213, 0.93609, 6.38995)  0.00
Cl (-1.04629, 2.27523, 8.89315)  0.03
H (-0.57027, 0.07328, 8.27184)  0.23
Cl (9.60391, 3.70010, -2.73555)  0.02
C (10.32118, 3.93817, -4.32613)  -0.29
Cl (9.10117, 4.47195, -5.48440)  0.02
Cl (11.66002, 5.08311, -4.25321)  0.02
H (10.71146, 2.98944, -4.66661)  0.23

Cartesian forces (eV/Å) of the 6 atoms listed first:
0.1 -0.4 -0.2
0.1 0.1 0.3
0.0 0.7 -0.3
0.3 0.1 0.4
-0.1 -1.1 -0.3
0.6 0.4 -0.4



Taking the records one at a time from the top gives molar mass values of 120.1; 1268.2; 1118.2 g/mol.
Taking the records one at a time from the top gives gap between HOMO and LUMO values of 7.550; 5.749; 8.540 eV.